C25H44MgN7O7 | wB97M-V/def2-TZVPD

Each line ends with the Mulliken charge.
Element x y z (Å)
H  0.71  -4.62  -0.88  0.35
H  -2.71  -3.88  -0.50  0.30
H  -3.61  0.20  -0.88  0.08
C  3.40  -2.73  -0.65  0.57
H  -4.56  2.14  -2.07  0.41
H  2.75  2.90  2.05  0.03
O  2.95  -1.63  -0.31  -0.24
H  3.65  4.35  2.37  0.30
H  5.57  2.37  2.10  0.17
C  -0.31  -0.87  4.61  -0.51
H  -2.68  1.69  -5.83  0.44
C  1.12  -3.61  -0.89  -0.67
N  -1.13  -0.80  3.50  0.21
C  -0.98  -1.57  5.58  -0.50
C  -2.27  -1.49  3.77  -0.24
H  2.50  5.25  -1.72  0.35
H  6.60  1.28  3.03  0.42
H  -6.20  1.89  1.94  0.41
C  -4.83  1.91  -1.05  -0.56
N  2.68  4.38  0.55  -0.18
C  2.55  3.54  -0.49  0.84
C  -1.39  0.71  -4.36  -0.72
H  -2.15  -4.13  -2.14  0.25
C  -3.37  -2.35  -1.85  0.59
H  3.39  -1.47  4.11  0.39
N  -1.04  1.09  -3.09  0.59
C  -5.67  1.72  1.01  -0.71
H  0.68  -0.44  4.63  0.38
O  1.17  0.14  1.12  -1.12
C  -2.22  -1.98  5.06  -0.74
H  -2.94  3.58  -3.96  0.50
H  -0.87  -0.41  2.61  0.34
C  -1.64  2.28  -2.77  -0.45
H  -1.01  -0.17  -4.85  0.45
C  4.91  0.43  1.92  0.66
N  -4.27  0.83  -0.43  0.58
C  -2.36  2.67  -3.88  -0.76
C  6.06  1.39  2.09  -1.06
N  -4.38  -2.18  -2.72  -0.17
H  -4.47  -0.12  1.47  0.32
C  -5.69  2.51  -0.16  -0.65
H  -2.94  -2.63  5.51  0.41
H  5.29  -3.33  0.16  0.28
H  -2.99  -1.63  2.99  0.34
H  5.32  -1.94  -0.94  0.25
H  1.84  4.39  2.46  0.34
H  -1.37  -0.44  -0.29  0.19
C  2.49  4.17  -1.85  -1.01
H  -0.63  -1.75  6.59  0.40
C  2.71  3.98  1.95  -0.64
H  -5.62  -0.46  -2.93  0.31
C  4.90  -2.92  -0.77  -1.16
O  2.54  2.32  -0.31  -0.62
C  -4.72  -0.93  -3.35  -0.27
N  2.58  -3.74  -0.95  -0.16
H  -1.42  2.71  -1.81  0.53
H  -3.98  -0.16  -3.18  -0.36
C  3.67  -1.44  3.05  -0.63
H  -4.86  -1.09  -4.42  0.35
C  -4.79  0.69  0.84  -0.21
H  2.97  -4.60  -1.29  0.26
H  3.29  3.78  -2.47  0.27
H  2.78  -1.18  2.47  0.04
O  -2.71  -1.42  -1.38  -0.56
O  4.15  0.51  0.96  -0.65
H  5.17  -3.50  -1.65  0.45
C  -2.99  -3.78  -1.55  -1.29
H  2.64  5.38  0.41  0.22
Mg  2.61  0.39  -0.22  1.66
H  3.96  -2.44  2.73  0.22
H  5.34  -0.31  3.69  0.25
H  -4.82  -3.01  -3.08  0.24
O  0.63  0.02  -0.94  -0.79
C  -2.21  1.67  -4.86  -0.57
C  0.24  0.01  0.27  0.75
H  -3.85  -4.45  -1.64  0.42
H  0.79  -3.06  -0.02  0.10
H  6.73  1.31  1.23  0.29
H  1.54  3.89  -2.32  0.19
O  -1.03  -0.18  0.61  -0.26
H  -0.41  0.58  -2.49  0.18
H  -6.30  3.37  -0.37  0.44
N  4.71  -0.44  2.93  -0.16
H  0.82  -3.12  -1.82  0.30

charge	+1
lowest unoccupied orbital energy	-2.32	eV
HOMO energy	-0.3404	hartree
ΔE to the lowest compared entry with this formula, charge and spin	71.1	kJ/mol